(1)
Molecular formula: C7H11NS
Method: DFT, ωB97M-V/def2-TZVPD

Atoms and positions in Å:
C: -0.3398 1.3985 0.6803
C: 0.3347 -1.8535 -0.4432
C: 0.5862 0.7687 1.2868
C: 0.1083 1.9224 2.0440
C: -1.3384 1.4137 -0.4215
C: -0.4811 -2.4435 0.5683
C: 2.0230 -0.6568 -1.6771
N: 1.2719 -1.1216 -0.5575
S: 1.9545 -0.2356 1.1172
H: -0.4256 1.7374 2.9784
H: 0.7288 2.8537 2.3163
H: -2.4411 1.5615 -0.1286
H: -1.2328 0.6660 -1.1187
H: -1.1261 2.3128 -0.9950
H: 0.0444 -2.4118 1.5662
H: -0.9519 -3.3858 0.3062
H: -1.5082 -1.9585 0.6847
H: 2.5433 0.3579 -1.4608
H: 2.7921 -1.4889 -1.8633
H: 1.3297 -0.4689 -2.5809

Cartesian forces, eV/Å:
C -2.2 0.3 0.2
C -2.2 -1.7 -2.5
C 2.4 -0.7 -0.4
C 0.2 1.6 1.5
C -1.2 3.1 1.5
C -1.5 0.7 2.1
C 1.4 1.0 -2.1
N 0.5 1.4 1.8
S 0.6 -0.2 0.9
H -0.5 -0.4 -0.2
H -0.5 -1.1 -1.5
H 1.7 -0.5 0.0
H 0.2 -2.2 -1.2
H -0.1 0.4 -0.2
H -0.6 -0.3 -0.6
H 1.0 -0.7 -0.1
H 1.6 0.5 -0.1
H -0.8 -2.0 -0.1
H -0.9 1.5 -0.2
H 1.1 -0.7 1.4

Summary:
E_tot	-19756.4166	eV
orbital gap (spin up / spin down)	7.75 / 7.75	eV
HOMO level (spin up / spin down)	-7.3 / -7.3	eV

List of Löwdin charges in e, atom by atom: -0.23 -0.21 -0.64 -0.12 -0.05 -0.10 -0.13 -0.32 0.85 0.07 0.10 0.11 0.02 0.07 0.09 0.06 0.11 0.09 0.11 0.11



(2)
Molecular formula: C34H35CrN5O2P
Method: DFT, ωB97M-V/def2-TZVPD

Atoms and positions in Å:
Cr: -0.2686 0.0335 -0.0407
C: -2.1558 2.1927 2.5496
C: -1.6862 1.5386 3.8181
C: -2.1927 2.0363 5.0198
C: -1.8709 1.4670 6.2374
C: -1.0406 0.3561 6.2861
C: -0.5272 -0.1556 5.1118
C: -0.8216 0.4373 3.8763
P: -0.0450 -0.3458 2.4380
C: -0.2717 -2.1421 2.6986
C: 0.8461 -2.9827 2.6676
C: 0.7035 -4.3579 2.7656
C: -0.5630 -4.9056 2.9019
C: -1.6736 -4.0772 2.9332
C: -1.5581 -2.6941 2.8248
C: -2.8135 -1.8647 2.8638
C: 1.7391 -0.0683 2.5346
C: 2.4221 0.2094 3.7185
C: 3.7998 0.3320 3.7121
C: 4.5001 0.1686 2.5224
C: 3.8209 -0.0942 1.3444
C: 2.4300 -0.2080 1.3264
C: 1.7167 -0.4576 0.0219
H: -3.2267 2.3882 2.6138
H: -1.9888 1.5759 1.6703
H: -1.6717 3.1578 2.3925
H: -2.8683 2.8817 4.9888
H: -2.2828 1.8776 7.1487
H: -0.8052 -0.1129 7.2310
H: 0.0968 -1.0393 5.1491
H: 1.8391 -2.5595 2.5791
H: 1.5782 -4.9925 2.7524
H: -0.6868 -5.9759 2.9877
H: -2.6597 -4.5110 3.0434
H: -3.6559 -2.4352 2.4735
H: -2.7288 -0.9376 2.2930
H: -3.0540 -1.5773 3.8888
H: 1.8806 0.3413 4.6450
H: 4.3261 0.5540 4.6296
H: 5.5775 0.2573 2.5124
H: 4.3710 -0.2065 0.4188
H: 1.8501 -1.4957 -0.3115
H: 2.2050 0.1566 -0.7440
C: -0.3835 -2.2073 -5.3113
C: -1.4123 -2.1771 -4.3788
C: -1.3584 -1.2924 -3.3124
C: -0.2735 -0.4309 -3.2134
C: 0.7586 -0.4411 -4.1434
C: 0.6970 -1.3440 -5.1939
N: -0.2030 0.4778 -2.1070
N: 0.0611 1.6526 -2.4299
C: 0.2877 2.5274 -1.3404
C: 0.5975 3.8399 -1.6398
C: 0.9536 4.6762 -0.5865
C: 1.0064 4.1519 0.6937
C: 0.6657 2.8212 0.9029
N: 0.2928 2.0173 -0.0916
H: -0.4283 -2.9029 -6.1368
H: -2.2649 -2.8320 -4.4913
H: -2.1814 -1.2307 -2.6124
H: 1.5941 0.2365 -4.0375
H: 1.4939 -1.3698 -5.9232
H: 0.5819 4.1708 -2.6672
H: 1.2054 5.7107 -0.7726
H: 1.3105 4.7552 1.5368
H: 0.7002 2.3878 1.8932
C: -5.0549 -0.2349 0.1764
O: -4.1736 -1.3715 -0.0315
C: -2.8968 -1.1327 -0.0789
O: -2.3758 -0.0101 -0.0055
N: -2.1407 -2.2419 -0.2310
N: -0.7508 -2.0516 -0.2872
H: -6.0422 -0.6692 0.2811
H: -5.0066 0.4216 -0.6889
H: -4.7607 0.2926 1.0807
H: -2.5411 -3.1677 -0.2557
H: -0.3906 -2.3901 -1.1801
H: -0.3073 -2.5604 0.4828

Cartesian forces, eV/Å:
Cr -0.1 -0.2 0.5
C 0.0 0.0 -0.1
C 0.0 -0.1 0.1
C 0.0 0.0 0.0
C 0.0 0.1 0.0
C 0.0 0.0 0.0
C 0.0 0.0 0.0
C -0.1 0.0 0.0
P 0.1 -0.1 -0.3
C 0.0 0.0 0.0
C 0.0 0.0 0.0
C 0.0 0.0 0.0
C 0.0 0.0 0.0
C 0.0 0.0 0.0
C 0.0 0.0 0.0
C 0.0 0.0 0.1
C 0.0 0.0 0.0
C 0.0 0.0 0.1
C 0.0 0.0 0.0
C 0.0 0.0 0.0
C -0.1 0.0 0.0
C 0.1 0.0 0.0
C 0.1 0.1 -0.2
H 0.0 0.0 0.0
H 0.0 0.0 0.0
H 0.0 0.0 0.0
H 0.0 0.0 0.0
H 0.0 0.0 0.0
H 0.0 0.0 0.0
H 0.0 0.0 0.0
H 0.0 0.0 0.0
H 0.0 0.0 0.0
H 0.0 0.0 0.0
H 0.0 0.0 0.0
H 0.0 0.0 0.0
H 0.0 0.0 0.1
H 0.0 0.0 0.0
H 0.0 0.0 0.0
H 0.0 0.0 0.0
H 0.0 0.0 0.0
H 0.0 0.0 0.0
H 0.0 0.0 0.1
H 0.0 -0.1 -0.1
C 0.0 0.0 0.0
C 0.0 0.0 0.0
C 0.0 -0.1 -0.1
C 0.1 0.0 0.1
C -0.1 -0.1 -0.1
C 0.0 0.0 0.0
N 0.0 0.4 -0.1
N 0.0 -0.3 0.1
C 0.2 0.0 -0.1
C 0.0 -0.2 0.2
C 0.0 -0.1 0.0
C 0.0 0.0 -0.1
C 0.0 0.0 0.0
N -0.2 0.2 -0.2
H 0.0 0.0 0.0
H 0.0 0.0 0.0
H 0.0 0.0 0.0
H 0.0 0.0 0.0
H 0.0 0.0 0.0
H 0.0 0.0 0.0
H 0.0 0.0 0.0
H 0.0 0.0 0.0
H 0.0 0.0 0.0
C 0.0 0.0 0.0
O 0.0 -0.1 0.0
C 0.1 -0.2 -0.1
O -0.1 0.2 -0.2
N 0.0 0.2 -0.1
N -0.1 -0.1 0.0
H 0.0 0.0 0.0
H 0.0 0.0 0.0
H 0.0 0.0 0.0
H 0.0 0.0 0.0
H 0.0 0.0 0.0
H 0.0 0.0 0.0

Summary:
E_tot	-85069.6873	eV
expectation value of S²	3.83
orbital gap (spin up / spin down)	7.15 / 6.89	eV
spin multiplicity	4
total charge	+2
HOMO level (spin up / spin down)	-14.0 / -14.0	eV

List of Löwdin charges in e, atom by atom: 0.68 -0.05 -0.26 -0.03 -0.04 -0.05 -0.10 -0.31 1.12 -0.32 -0.07 -0.05 -0.05 -0.03 -0.27 -0.03 -0.35 -0.06 -0.05 -0.04 -0.02 -0.31 -0.20 0.09 0.02 0.09 0.12 0.12 0.12 0.12 0.11 0.12 0.12 0.12 0.09 0.05 0.11 0.10 0.12 0.12 0.12 0.08 0.07 -0.04 -0.05 -0.04 -0.24 0.00 -0.04 0.00 0.17 -0.26 0.05 0.01 0.01 -0.08 0.03 0.12 0.12 0.10 0.12 0.12 0.13 0.13 0.13 0.11 0.04 0.02 -0.61 -0.03 0.09 0.04 0.11 0.11 0.10 0.19 0.12 0.10



(3)
Molecular formula: C53H44ClMnN7P
Method: DFT, ωB97M-V/def2-TZVPD

Atoms and positions in Å:
Mn: 0.1597 1.1329 -0.4794
C: -0.2517 -1.1082 4.2523
N: -0.3609 -1.1073 2.8140
C: -0.3468 -0.0120 1.9969
N: -0.3390 -0.3536 0.7311
C: -0.5019 -1.7153 0.7158
C: -0.4791 -2.2301 2.0086
C: -0.4942 -3.6037 2.5024
C: 0.5540 -4.4722 2.1749
C: 0.5451 -5.7920 2.6283
C: -0.5131 -6.2528 3.4100
C: -1.5637 -5.3960 3.7367
C: -1.5556 -4.0749 3.2842
C: -0.6718 -2.4407 -0.5335
C: -0.0020 -1.9920 -1.6790
C: -0.1737 -2.6369 -2.9055
C: -1.0301 -3.7316 -3.0028
C: -1.7168 -4.1782 -1.8753
C: -1.5412 -3.5338 -0.6474
P: -0.2374 1.7631 2.4092
C: -1.4900 2.1840 1.1445
N: -1.2076 2.3026 -0.1238
C: -2.3798 2.2383 -0.8254
C: -3.4527 2.1317 0.0455
N: -2.8612 2.1273 1.3047
C: -3.5602 1.9022 2.5482
C: -4.8695 1.8790 -0.1963
C: -5.2788 0.6351 -0.6919
C: -6.6282 0.3898 -0.9515
C: -7.5745 1.3862 -0.7172
C: -7.1736 2.6287 -0.2263
C: -5.8236 2.8760 0.0322
C: -2.3626 2.1858 -2.2822
C: -1.2156 1.6785 -2.9155
C: -1.1316 1.6078 -4.3074
C: -2.1970 2.0488 -5.0871
C: -3.3392 2.5632 -4.4748
C: -3.4205 2.6364 -3.0791
C: 1.4502 1.8294 1.6538
N: 1.7247 1.5863 0.3889
C: 2.8940 0.8626 0.3826
C: 3.4259 0.7861 1.6635
N: 2.5793 1.5889 2.4106
C: 2.7718 1.9643 3.7915
C: 4.5241 0.0103 2.2289
C: 5.8476 0.2486 1.8524
C: 6.8775 -0.5358 2.3781
C: 6.5899 -1.5625 3.2786
C: 5.2717 -1.8117 3.6536
C: 4.2428 -1.0300 3.1283
C: 3.3478 0.1938 -0.8271
C: 3.8428 -1.1168 -0.8163
C: 4.2089 -1.7497 -2.0077
C: 4.0755 -1.0817 -3.2234
C: 3.5687 0.2158 -3.2503
C: 3.2014 0.8466 -2.0590
H: 0.2363 -0.1934 4.5936
H: 0.3551 -1.9593 4.5715
H: -1.2587 -1.1742 4.6716
H: 1.3778 -4.1254 1.5533
H: 1.3592 -6.4610 2.3617
H: -0.5235 -7.2836 3.7549
H: -2.3952 -5.7611 4.3340
H: -2.3923 -3.4244 3.5255
H: 0.6472 -1.1194 -1.6165
H: 0.3527 -2.2695 -3.7819
H: -1.1734 -4.2258 -3.9594
H: -2.4003 -5.0193 -1.9516
H: -2.1117 -3.8805 0.2090
H: -2.9816 2.3122 3.3788
H: -3.6991 0.8252 2.6736
H: -4.5256 2.4117 2.5258
H: -4.5421 -0.1416 -0.8928
H: -6.9351 -0.5748 -1.3469
H: -8.6241 1.1971 -0.9276
H: -7.9105 3.4089 -0.0557
H: -5.5174 3.8542 0.3947
H: -0.3763 1.3319 -2.3097
H: -0.2337 1.2100 -4.7708
H: -2.1349 1.9961 -6.1704
H: -4.1690 2.9138 -5.0820
H: -4.3136 3.0602 -2.6323
H: 2.4033 1.1581 4.4300
H: 2.2281 2.8913 3.9915
H: 3.8357 2.1395 3.9709
H: 6.0812 1.0336 1.1369
H: 7.9049 -0.3529 2.0743
H: 7.3933 -2.1767 3.6776
H: 5.0432 -2.6225 4.3402
H: 3.2138 -1.2556 3.3987
H: 3.9130 -1.6757 0.1119
H: 4.5792 -2.7707 -1.9844
H: 4.3501 -1.5784 -4.1496
H: 3.4422 0.7350 -4.1960
H: 2.7739 1.8477 -2.0893
Cl: 1.0891 6.4852 -1.8420
C: 1.0852 4.8461 -2.3499
C: 1.4466 4.5060 -3.6487
C: 1.4326 3.1653 -4.0286
C: 1.0560 2.2170 -3.0887
N: 0.7000 2.5174 -1.8200
C: 0.7230 3.8295 -1.4791
H: 1.7369 5.2715 -4.3623
H: 1.7089 2.8667 -5.0339
H: 1.0301 1.1598 -3.3390
H: 0.4325 4.0415 -0.4543
H: 0.3285 -0.0974 -1.6820

Cartesian forces, eV/Å:
Mn 0.2 -3.8 -3.8
C -0.2 0.0 0.5
N -0.1 0.6 -1.1
C 0.6 -0.1 1.7
N -1.0 -1.7 0.3
C 0.3 -1.0 0.1
C 0.0 1.5 -0.8
C 0.0 -0.7 0.3
C 0.0 -0.2 0.0
C -0.2 0.2 0.0
C 0.0 0.1 -0.1
C 0.1 0.2 -0.1
C 0.1 -0.3 0.1
C -0.1 -0.2 -0.9
C -0.4 -2.0 -0.5
C -0.1 0.2 0.3
C 0.0 0.1 0.1
C 0.2 0.3 0.2
C 0.0 -0.1 -0.3
P 0.0 0.2 1.6
C -1.5 0.7 1.0
N -2.9 1.7 0.5
C -1.2 0.1 -0.4
C 1.8 -0.1 0.3
N 1.2 0.1 -0.2
C -0.2 -0.1 0.4
C -0.8 0.1 -0.1
C -0.1 0.0 0.0
C 0.2 0.2 0.1
C 0.2 0.0 0.0
C 0.2 -0.1 0.0
C -0.3 -0.1 -0.1
C 0.3 0.0 -0.9
C -2.4 -0.9 -0.7
C -0.9 -0.1 0.2
C 0.0 0.0 0.1
C 0.1 0.0 0.4
C 0.0 0.0 -0.5
C 1.1 1.9 0.7
N 3.0 -0.7 2.5
C 1.0 -0.4 0.4
C -1.0 1.1 -1.0
N -1.6 -1.0 -0.2
C -0.1 -0.1 0.6
C 0.7 -0.2 0.3
C 0.3 -0.2 0.1
C -0.2 0.0 0.0
C 0.0 0.2 -0.1
C -0.1 0.2 -0.2
C 0.2 0.0 0.0
C 0.2 -0.3 -1.0
C 0.0 -0.1 -0.2
C -0.2 0.3 0.2
C 0.0 0.0 0.0
C -0.1 -0.1 0.5
C 0.5 -0.3 0.0
H -0.2 0.0 -0.1
H -0.2 0.1 -0.1
H 0.3 -0.1 0.3
H -0.2 0.0 0.1
H -0.1 0.1 0.1
H 0.0 0.2 0.0
H 0.1 0.1 -0.1
H 0.1 0.0 0.0
H 0.7 -1.6 0.1
H 0.0 -0.1 0.1
H 0.0 0.1 0.1
H 0.1 0.1 0.0
H 0.1 0.1 0.0
H 0.0 -0.1 -0.1
H -0.2 0.1 0.2
H 0.1 -0.2 0.0
H -0.1 0.2 0.1
H 0.1 0.2 0.1
H 0.2 0.0 0.1
H 0.1 -0.1 0.0
H 0.0 -0.1 0.0
H -2.7 -1.0 -1.3
H -0.4 0.0 -0.2
H 0.0 0.0 0.2
H 0.1 0.0 0.1
H 0.1 -0.1 0.0
H 0.2 0.2 0.2
H 0.1 -0.2 0.0
H -0.2 -0.1 0.0
H -0.1 -0.1 0.1
H -0.2 0.0 0.1
H -0.1 0.1 -0.1
H 0.0 0.2 -0.1
H 0.1 0.1 0.0
H 0.0 0.2 0.0
H 0.0 0.2 0.0
H 0.0 0.1 0.1
H 0.1 0.0 0.1
H 0.9 -0.5 0.3
Cl -0.1 0.0 0.1
C 0.0 -0.5 -0.3
C 0.0 -0.2 -0.2
C 0.1 0.1 0.7
C 1.3 1.0 -0.3
N 2.8 3.6 -1.7
C 0.1 -0.8 0.4
H -0.1 0.0 0.2
H -0.1 0.0 0.1
H 0.3 0.5 0.0
H 0.1 0.2 -0.2
H -0.2 3.0 1.0

Summary:
E_tot	-119221.2164	eV
expectation value of S²	6.24
orbital gap (spin up / spin down)	7.36 / 7.41	eV
spin multiplicity	5
total charge	+2
HOMO level (spin up / spin down)	-12.7 / -12.8	eV

Löwdin population analysis, charges in e, atoms 1 to 99: 0.76 0.01 -0.02 -0.42 0.04 -0.13 -0.09 -0.20 -0.02 -0.05 -0.06 -0.05 -0.03 -0.15 -0.06 -0.05 -0.06 -0.05 -0.01 1.20 -0.42 -0.04 -0.12 -0.08 -0.02 0.01 -0.21 -0.02 -0.05 -0.06 -0.05 -0.03 -0.12 -0.08 -0.06 -0.04 -0.05 0.00 -0.40 -0.02 -0.13 -0.08 -0.04 0.00 -0.20 -0.01 -0.05 -0.06 -0.06 -0.03 -0.16 -0.01 -0.05 -0.06 -0.06 -0.05 0.08 0.11 0.11 0.12 0.11 0.12 0.11 0.12 0.02 0.11 0.11 0.11 0.12 0.09 0.11 0.10 0.12 0.11 0.12 0.11 0.12 0.00 0.11 0.12 0.12 0.12 0.09 0.10 0.12 0.13 0.12 0.12 0.11 0.11 0.12 0.11 0.11 0.11 0.09 0.75 -0.63 -0.03 -0.01



| no. | strongest force on any atom (eV/A) |
| --- | --- |
| 1 | 3.74 |
| 2 | 0.55 |
| 3 | 5.38 |